# C4H3O5

A cluster of 2 separate species, C4H3O5 in total (ωB97M-V/def2-TZVPD, the OMol25 dataset).

The spin multiplicity is 2. As for the frontier orbital gap (alpha / beta): 0.3116 / 0.4183 hartree. For the LUMO energy (alpha / beta), the calculation gives 0.0044 / 0.0033 Eh. The calculation puts the total energy at -14432.8332 eV. For the HOMO energy (alpha / beta), the calculation gives -8.358 / -11.293 eV.

CARTESIAN COORDINATES (ANGSTROEM)
C1 2.94761 1.16817 -0.23334
O1 3.74994 1.86608 -0.69907
O2 2.35055 0.43139 0.46046
C2 -0.19690 -0.60414 0.77169
O3 -1.68163 -0.13027 -0.89173
C3 -1.82531 0.76068 0.08336
C4 -0.72393 -1.13278 -0.52716
O4 -1.00264 0.45949 1.11425
O5 -2.55842 1.70417 0.06415
H1 0.14211 -1.21484 1.60623
H2 0.03397 -1.20485 -1.32024
H3 -1.23534 -2.10311 -0.42861


# C4H3OTm

A structure of composition C4H3OTm (ωB97M-V/def2-TZVPD, the OMol25 dataset).

The spin multiplicity is 3. As for the total charge: +2. As for the frontier orbital gap (alpha / beta): 0.2338 / 0.2906 hartree. For the LUMO energy (alpha / beta), the calculation gives -0.3602 / -0.3594 Eh. The calculation puts the total energy at -35749.7951 eV. For the HOMO energy (alpha / beta), the calculation gives -16.162 / -17.688 eV.

CARTESIAN COORDINATES (ANGSTROEM)
C1 0.11065 -1.30316 -1.51328
C2 -0.52325 -0.79146 -0.39923
C3 0.11051 0.31415 -0.16883
C4 0.34032 1.36368 0.67556
O1 -0.01553 1.35685 1.92063
Tm1 -1.17764 -0.05373 3.13455
H1 0.87715 -2.07505 -1.39880
H2 -0.32862 -1.15476 -2.50362
H3 0.60641 2.34348 0.25300


# C4H4

A cluster of 2 separate species, C4H4 in total (ωB97M-V/def2-TZVPD, the OMol25 dataset).

The spin multiplicity is 1. As for the frontier orbital gap: 0.4179 hartree. For the LUMO energy, the calculation gives 0.0449 Eh. The calculation puts the total energy at -4207.6299 eV. Its structure (SMILES) is C#C.C#C. For the HOMO energy, the calculation gives -10.149 eV.

CARTESIAN COORDINATES (ANGSTROEM)
C1 -1.43691 0.59202 -0.13607
C2 -1.89038 -0.51205 -0.05114
C3 1.30019 0.10188 0.56752
C4 2.00316 -0.16306 -0.34512
H1 -1.07081 1.56277 -0.49837
H2 -2.29365 -1.36095 0.14089
H3 0.54530 0.15670 1.37526
H4 2.84308 -0.37733 -1.05298


# C4H4

A cluster of 2 separate species, C4H4 in total (ωB97M-V/def2-TZVPD, the OMol25 dataset).

The spin multiplicity is 1. As for the frontier orbital gap (alpha / beta): 0.3380 / 0.3380 hartree. For the LUMO energy (alpha / beta), the calculation gives 0.0161 / 0.0161 Eh. The calculation puts the total energy at -4205.1892 eV. For the HOMO energy (alpha / beta), the calculation gives -8.759 / -8.758 eV.

CARTESIAN COORDINATES (ANGSTROEM)
C1 -0.57556 0.36287 -1.40744
C2 -0.24194 1.24182 -0.38497
C3 0.67282 0.39559 0.34955
C4 -0.28701 -0.54800 -0.35980
H1 -0.73304 0.38423 -2.51707
H2 1.71993 0.39338 0.50383
H3 0.37825 0.43235 2.06582
H4 -1.11773 -1.10435 0.18344


# C4H4

A cluster of 2 separate species, C4H4 in total (ωB97M-V/def2-TZVPD, the OMol25 dataset).

The spin multiplicity is 3. As for the frontier orbital gap (alpha / beta): 0.2744 / 0.3196 hartree. For the LUMO energy (alpha / beta), the calculation gives 0.0257 / -0.0555 Eh. The calculation puts the total energy at -4203.2308 eV. For the HOMO energy (alpha / beta), the calculation gives -6.769 / -10.207 eV.

CARTESIAN COORDINATES (ANGSTROEM)
C1 -1.21864 -0.24444 -0.21470
C2 -0.59309 0.84233 0.40772
C3 0.73558 0.69613 -0.22149
C4 0.11272 -0.58360 -0.13254
H1 -2.23202 -0.69292 -0.03956
H2 0.71826 1.00118 -1.22198
H3 1.57659 0.97676 0.46387
H4 0.90059 -1.99543 0.95867


# C4H4

The molecule C4H4 (ωB97M-V/def2-TZVPD, the OMol25 dataset).

The spin multiplicity is 3. As for the frontier orbital gap (alpha / beta): 0.2506 / 0.3274 hartree. For the LUMO energy (alpha / beta), the calculation gives 0.0430 / -0.0620 Eh. The calculation puts the total energy at -4205.7526 eV. For the HOMO energy (alpha / beta), the calculation gives -5.649 / -10.598 eV.

CARTESIAN COORDINATES (ANGSTROEM)
C1 -1.07799 -0.66282 -0.01126
C2 -1.20395 0.76709 -0.12110
C3 0.16755 0.08333 0.04318
C4 1.51108 0.02800 -0.04991
H1 -1.68243 -1.64958 0.22537
H2 -1.82087 1.66934 -0.14581
H3 2.26324 0.79123 0.04770
H4 1.84337 -1.02660 0.01182


# C4H4AgLiO2

A structure of composition C4H4AgLiO2 (ωB97M-V/def2-TZVPD, the OMol25 dataset).

The spin multiplicity is 1. As for the frontier orbital gap (alpha / beta): 0.1885 / 0.1885 hartree. For the LUMO energy (alpha / beta), the calculation gives -0.0316 / -0.0316 Eh. The calculation puts the total energy at -12506.8245 eV. For the HOMO energy (alpha / beta), the calculation gives -5.988 / -5.988 eV.

CARTESIAN COORDINATES (ANGSTROEM)
C1 -1.43185 0.00337 -1.25083
O1 -1.26289 0.85987 -2.18307
H1 -2.18834 -0.79873 -1.40413
Li1 0.26340 1.65429 -1.35115
O2 0.67576 0.90113 1.52648
C2 -0.58548 0.25675 1.25791
C3 -0.50035 -1.18968 0.96584
C4 -0.56470 -0.12090 -0.18119
H2 0.64885 1.77355 1.91413
H3 -1.45132 0.77764 1.68488
H4 -1.45797 -1.71608 1.10346
Ag1 1.79649 -0.93789 0.39047


# C4H4AgLiO2

A structure of composition C4H4AgLiO2 (ωB97M-V/def2-TZVPD, the OMol25 dataset).

The spin multiplicity is 1. As for the frontier orbital gap: 0.2224 hartree. For the LUMO energy, the calculation gives -0.0374 Eh. The calculation puts the total energy at -12507.6460 eV. For the HOMO energy, the calculation gives -7.071 eV.

CARTESIAN COORDINATES (ANGSTROEM)
H1 1.75401 1.02027 -0.56907
C1 -1.03314 -0.94456 -0.47779
C2 -1.03174 -0.12178 -1.60102
C3 1.24141 1.10175 0.37250
C4 1.50593 0.90793 1.64569
O1 1.70471 -0.03476 2.43941
O2 0.13544 -1.05035 0.07207
Li1 0.38416 -1.45603 1.82588
Ag1 -0.72446 2.00727 0.81861
H2 -1.73402 -1.74605 -0.19896
H3 -1.86740 -0.27793 -2.28715
H4 -0.33491 0.59425 -2.04017


# C4H4AgLiO5

A structure of composition C4H4AgLiO5 (ωB97M-V/def2-TZVPD, the OMol25 dataset).

The spin multiplicity is 1. As for the frontier orbital gap: 0.2349 hartree. For the LUMO energy, the calculation gives -0.0270 Eh. The calculation puts the total energy at -18652.3482 eV. For the HOMO energy, the calculation gives -7.126 eV.

CARTESIAN COORDINATES (ANGSTROEM)
O1 0.46806 -1.20586 -0.60838
C1 -0.61937 -1.97296 -0.44321
C2 0.34547 -0.28576 -1.73058
O2 -0.23460 -0.28725 2.45410
O3 -1.55278 -1.52991 -1.24900
C3 -1.04612 -0.60535 -2.25197
H1 1.16494 -0.51832 -2.41795
H2 0.44943 0.75102 -1.39540
H3 -1.05519 -1.10466 -3.22632
H4 -1.71439 0.26191 -2.25965
C4 0.14709 0.88511 2.78723
O4 1.30025 1.31407 2.33034
O5 -0.49482 1.65049 3.57349
Li1 1.67241 -0.59633 0.83361
Ag1 1.16962 3.24380 3.60370


# C4H4BaO12

A structure of composition C4H4BaO12 (ωB97M-V/def2-TZVPD, the OMol25 dataset).

The spin multiplicity is 1. As for the total charge: -2. As for the frontier orbital gap: 0.1516 hartree. For the LUMO energy, the calculation gives 0.0511 Eh. The calculation puts the total energy at -29475.9712 eV. For the HOMO energy, the calculation gives -2.734 eV.

CARTESIAN COORDINATES (ANGSTROEM)
Ba1 0.05459 -0.76771 1.08541
O1 -6.44233 0.77257 1.16029
C1 -5.12087 0.55846 1.20966
O2 -4.59884 0.08684 2.16142
O3 -4.47453 0.78119 0.21258
H1 -6.56021 0.46612 2.06239
O4 4.50423 2.87966 3.73379
C2 3.54205 2.02812 3.30703
O5 3.85419 1.07161 2.59797
O6 2.37879 2.22710 3.58959
H2 3.80829 3.07390 4.36587
O7 1.15284 -6.77620 -1.94091
C3 0.98329 -5.57542 -1.37433
O8 1.86335 -4.79543 -1.20016
O9 -0.14626 -5.15628 -0.98394
H3 2.03992 -6.77995 -2.30790
O10 0.62087 3.88522 -2.80582
C4 0.66558 2.81606 -3.54423
O11 0.82757 1.66501 -3.05726
O12 0.62761 3.01765 -4.77545
H4 0.41987 4.52150 -3.49600


# C4H4BeO2

A structure of composition C4H4BeO2 (ωB97M-V/def2-TZVPD, the OMol25 dataset).

The spin multiplicity is 1. As for the frontier orbital gap: 0.2559 hartree. For the LUMO energy, the calculation gives -0.0241 Eh. The calculation puts the total energy at -8706.4079 eV. For the HOMO energy, the calculation gives -7.619 eV.

CARTESIAN COORDINATES (ANGSTROEM)
O1 -1.80326 0.31410 -1.25187
C1 -0.89430 0.71450 -0.32598
H1 -1.24434 1.51680 0.34731
C2 0.53254 0.48238 -0.54549
C3 1.11939 0.14380 0.80275
C4 -0.15375 -0.60380 0.55990
O2 -0.27180 -1.89448 0.26579
Be1 -1.38008 -1.22845 -0.71838
H2 0.93374 0.09213 -1.48247
H3 1.12338 0.91664 1.58488
H4 2.03849 -0.45361 0.76356


# C4H4Br12

A structure of composition C4H4Br12 (ωB97M-V/def2-TZVPD, the OMol25 dataset).

The spin multiplicity is 2. As for the total charge: +1. As for the frontier orbital gap (alpha / beta): 0.2921 / 0.0991 hartree. For the LUMO energy (alpha / beta), the calculation gives -0.1688 / -0.3618 Eh. The calculation puts the total energy at -844710.1131 eV. For the HOMO energy (alpha / beta), the calculation gives -12.541 / -12.540 eV.

CARTESIAN COORDINATES (ANGSTROEM)
C1 -6.25314 -4.47583 4.80064
Br1 -6.82974 -5.02990 6.65472
Br2 -4.77061 -5.57233 4.15686
Br3 -5.84910 -2.58896 4.97421
H1 -7.06318 -4.68699 4.10254
C2 -6.19324 -3.62882 9.72720
Br4 -8.12834 -4.26664 9.82340
Br5 -5.47195 -3.70990 11.61205
Br6 -5.82355 -1.79536 8.96476
H2 -5.71055 -4.46252 9.21725
C3 -1.87128 -5.61761 6.18917
Br7 0.08036 -5.35438 6.71247
Br8 -3.02107 -4.36133 7.14688
Br9 -2.37418 -7.37243 6.85232
H3 -1.95717 -5.58801 5.10296
C4 -11.48644 -4.70699 2.82938
Br10 -9.73436 -4.35710 3.76510
Br11 -11.23445 -5.86082 1.27045
Br12 -12.40044 -3.00913 2.20236
H4 -12.16836 -5.30211 3.43676


# C4H4Br2

The molecule C4H4Br2 (ωB97M-V/def2-TZVPD, the OMol25 dataset).

The spin multiplicity is 1. As for the frontier orbital gap: 0.3443 hartree. For the LUMO energy, the calculation gives 0.0179 Eh. The calculation puts the total energy at -144296.1216 eV. Its structure (SMILES) is Br/C=C\C=C\Br. For the HOMO energy, the calculation gives -8.882 eV.

CARTESIAN COORDINATES (ANGSTROEM)
C1 -0.20820 0.46154 -0.07868
C2 1.09253 0.70832 -0.13942
C3 -0.68979 -0.63751 0.70855
C4 0.13382 -1.67276 0.71252
Br1 2.51238 0.13806 0.97865
Br2 -0.21582 -3.22851 1.73796
H1 -0.88597 1.03577 -0.69118
H2 1.45108 1.49702 -0.78745
H3 -1.60846 -0.59425 1.26698
H4 0.98682 -1.80385 0.07642


# C4H4Br2

A structure of composition C4H4Br2 (ωB97M-V/def2-TZVPD, the OMol25 dataset).

The spin multiplicity is 1. As for the frontier orbital gap: 0.3266 hartree. For the LUMO energy, the calculation gives 0.0225 Eh. The calculation puts the total energy at -144293.3547 eV. For the HOMO energy, the calculation gives -8.276 eV.

CARTESIAN COORDINATES (ANGSTROEM)
C1 0.03784 0.97109 1.05176
C2 0.26772 0.09821 0.14210
C3 -1.04331 -0.48761 0.42824
C4 1.16293 -0.11146 -1.05602
Br1 -1.38712 -1.80199 1.68997
Br2 -2.62349 0.30819 -0.28643
H1 -0.43607 1.32946 1.87753
H2 1.99079 0.45678 -0.89685
H3 0.60975 0.30311 -1.86588
H4 1.42097 -1.06579 -1.08442


# C4H4Br2ClO4P

The molecule C4H4Br2ClO4P (ωB97M-V/def2-TZVPD, the OMol25 dataset).

The spin multiplicity is 1. As for the frontier orbital gap: 0.3692 hartree. For the LUMO energy, the calculation gives 0.0085 Eh. The calculation puts the total energy at -174300.1652 eV. Its structure (SMILES) is O=C(Br)CC(=O)O[C@@H](Cl)P(O)Br. For the HOMO energy, the calculation gives -9.815 eV.

CARTESIAN COORDINATES (ANGSTROEM)
O1 2.10534 -2.33348 0.59067
C1 1.93418 -1.42373 -0.14251
Br1 1.56760 -1.75221 -2.02519
C2 2.02305 0.03399 0.25849
C3 0.69052 0.72895 0.41829
O2 0.34481 1.29720 1.40936
O3 -0.05050 0.64803 -0.70285
C4 -1.35579 1.17743 -0.63264
Cl1 -1.80268 1.64194 -2.28957
P1 -2.63274 -0.11561 -0.07829
O4 -1.53245 -1.26598 0.31401
Br2 -3.10331 0.79136 1.90770
H1 2.51715 0.06506 1.22751
H2 2.62528 0.57081 -0.47750
H3 -1.38688 2.07350 -0.01858
H4 -1.94356 -2.13728 0.24110


# C4H4Br3P

A structure of composition C4H4Br3P (ωB97M-V/def2-TZVPD, the OMol25 dataset).

The spin multiplicity is 1. As for the frontier orbital gap: 0.3101 hartree. For the LUMO energy, the calculation gives -0.0336 Eh. The calculation puts the total energy at -223627.3893 eV. For the HOMO energy, the calculation gives -9.352 eV.

CARTESIAN COORDINATES (ANGSTROEM)
C1 2.38568 0.89996 -0.11399
C2 0.49594 -0.51084 0.25434
C3 -0.10748 0.87463 -0.14679
C4 1.93862 -0.47078 0.01183
P1 1.21768 2.11227 -0.17682
Br1 4.37894 1.25382 -0.02191
Br2 2.60496 -1.32632 -1.81313
Br3 3.07238 -1.30618 1.42171
H1 0.56041 -0.57366 1.33690
H2 -0.11771 -1.28780 -0.16429
H3 -0.37405 0.77593 -1.12787
H4 -0.90010 1.21299 0.52244


# C4H4Br4

A structure of composition C4H4Br4 (ωB97M-V/def2-TZVPD, the OMol25 dataset).

The spin multiplicity is 1. As for the frontier orbital gap: 0.3138 hartree. For the LUMO energy, the calculation gives -0.0087 Eh. The calculation puts the total energy at -284380.1362 eV. For the HOMO energy, the calculation gives -8.775 eV.

CARTESIAN COORDINATES (ANGSTROEM)
C1 -0.29071 0.75502 0.02448
C2 0.43479 -0.57087 0.11535
C3 -0.37559 -1.28045 -0.94169
C4 -1.70392 0.20773 -0.18421
Br1 2.34098 -0.51775 -0.32821
Br2 -0.72077 -3.16735 -0.78884
Br3 -2.68269 1.17010 -1.45260
Br4 -2.74290 -0.46667 1.29300
H1 -0.13318 1.42229 0.95415
H2 0.02693 1.19038 -0.83149
H3 0.37331 -1.07048 1.13764
H4 -0.60692 -0.77619 -1.94355


# C4H4BrFO

The molecule C4H4BrFO (ωB97M-V/def2-TZVPD, the OMol25 dataset).

The spin multiplicity is 1. As for the frontier orbital gap: 0.3628 hartree. For the LUMO energy, the calculation gives 0.0265 Eh. The calculation puts the total energy at -79018.7076 eV. Its structure (SMILES) is F[C@@]1(Br)CC=CO1. For the HOMO energy, the calculation gives -9.151 eV.

CARTESIAN COORDINATES (ANGSTROEM)
C1 1.05254 -0.27159 -0.61706
C2 0.28678 0.42442 -1.42332
C3 0.40888 -0.53348 0.72965
C4 -0.97390 0.21508 0.60674
O1 -0.91416 0.79419 -0.84395
F1 -1.97209 -0.72384 0.54548
Br1 -1.58191 1.63722 1.79480
H1 2.02543 -0.59777 -0.78838
H2 0.26930 0.68536 -2.44451
H3 0.25631 -1.57708 0.86960
H4 1.14283 -0.05251 1.57094


# C4H4BrI

A cluster of 2 separate species, C4H4BrI in total (ωB97M-V/def2-TZVPD, the OMol25 dataset).

The spin multiplicity is 1. As for the frontier orbital gap (alpha / beta): 0.2797 / 0.2254 hartree. For the LUMO energy (alpha / beta), the calculation gives -0.0318 / -0.0587 Eh. The calculation puts the total energy at -82348.8105 eV. For the HOMO energy (alpha / beta), the calculation gives -8.477 / -7.730 eV.

CARTESIAN COORDINATES (ANGSTROEM)
C1 1.91521 -0.83287 0.51182
C2 0.79981 -0.56919 -0.20542
C3 -2.07992 0.74865 -1.17150
C4 -0.32772 0.05442 0.31870
Br1 -0.93795 -0.12432 2.02795
I1 -3.39839 1.75364 0.02773
H1 2.83828 -1.10816 0.03683
H2 1.92832 -0.69739 1.57845
H3 0.81359 -0.65370 -1.28560
H4 -1.55122 1.42891 -1.83896